91
Properties=species:S:1:pos:R:3:forces:R:3:lowdin_spin:R:1 method="wB97M-V/def2-TZVPD" total_charge=-1 orbital_gap_ev="3.7 / 4.4" spin_multiplicity=4 de_lowest_kj_mol=36.35 s_squared=4.215
V 9.57026 11.54490 9.91304 -0.1886 -1.6298 -2.8049 2.417
C 11.84022 12.61180 6.13905 0.6357 1.4016 0.3616 0.010
C 10.69852 12.73021 7.12367 1.0156 -0.8222 0.4303 0.052
N 10.63146 11.72519 8.05384 -1.2495 1.6172 0.3846 -0.120
N 11.65011 10.90400 7.97941 0.6169 -2.0498 0.7076 0.002
C 11.59588 9.96341 8.91759 2.2287 1.3585 -2.7467 -0.011
O 10.63641 9.94805 9.75464 -0.1492 -1.0972 1.3682 -0.041
C 12.79381 9.07251 8.88044 -0.8204 -1.0126 0.3241 -0.001
C 13.77285 9.13446 7.86778 0.4266 -0.0794 0.6298 -0.004
C 14.81535 8.20630 7.77840 -1.1697 0.1775 -0.2421 0.000
C 14.81871 7.10939 8.62662 0.2590 -0.1599 0.2933 -0.005
C 13.89684 7.05647 9.66414 -0.3188 -0.4163 0.0834 0.001
C 12.88110 7.99815 9.77861 0.2119 0.1039 -0.1791 -0.005
C 9.77198 13.73524 7.12711 0.8465 -0.3794 -0.9677 -0.076
C 10.02217 14.95937 6.48452 0.3523 1.4238 -0.6458 0.015
C 9.02759 15.86754 6.31299 0.9767 -0.5687 0.2657 -0.073
C 7.74867 15.59887 6.86635 -2.6639 -0.6163 1.2718 -0.027
C 7.48460 14.42159 7.58972 1.7397 1.4601 -1.3758 -0.030
N 8.53050 13.53678 7.68240 -1.3308 -1.2873 1.1402 -0.087
H 11.60995 11.82475 5.42264 0.1930 -0.2166 0.0148 0.004
H 12.80937 12.37965 6.66501 -0.9919 0.2266 -0.6922 0.001
H 11.94097 13.55985 5.57468 0.0585 -0.5844 0.1603 0.001
H 13.71140 9.92681 7.15740 -0.0589 0.4509 -0.3432 0.000
H 15.51305 8.28102 6.95203 0.0343 -0.0031 0.0776 0.000
H 15.48413 6.26863 8.44939 0.1742 0.2342 0.2073 0.000
H 13.90836 6.21484 10.35957 0.0123 0.1380 -0.2176 0.000
H 12.09202 7.84712 10.50564 0.0862 0.1621 0.1257 -0.001
H 11.05659 15.22475 6.19968 -0.8087 -0.3396 0.0209 0.002
H 9.26473 16.79402 5.82397 -0.2120 0.3710 -0.0529 -0.006
H 6.96464 16.37328 6.76908 0.3983 -0.6645 0.1534 -0.001
H 6.54160 14.13117 8.08262 0.6603 0.3097 -0.4126 -0.002
O 7.93825 11.28389 8.91891 -2.1073 -1.3329 1.4318 0.036
C 7.09664 10.13471 9.25189 1.0604 0.6830 -1.3297 0.009
C 5.94685 10.28214 10.28153 1.3458 1.3262 -0.2940 0.002
C 6.32585 11.26718 11.40938 -0.3414 0.3116 -0.0500 0.004
C 7.56732 10.93725 12.18992 0.7061 -0.7901 1.0429 0.028
C 7.45642 10.90564 13.60906 0.9746 -1.3362 -1.1324 0.001
C 8.49464 10.30232 14.34063 -0.2005 1.3059 -0.4375 0.023
C 9.69497 10.04594 13.67020 -0.3458 -1.1927 -0.0311 0.002
C 9.72273 10.00177 12.28304 -0.4640 0.9754 -0.0484 0.020
N 8.71644 10.56558 11.53926 -0.8130 -0.8029 2.4787 0.017
H 8.35945 12.53612 7.99320 -0.4951 1.2447 -0.2468 0.002
H 7.74345 9.32057 9.58038 0.1094 -0.0579 0.0207 0.000
H 6.70567 9.84807 8.27005 -0.3952 -0.3299 0.1910 0.000
H 5.75084 9.32252 10.74261 -0.2110 -0.3805 -0.1256 0.000
H 5.06117 10.66101 9.76465 -0.0924 -0.0705 0.2617 0.000
H 5.44168 11.32047 12.08788 0.8135 0.1821 -0.2218 0.000
H 6.52553 12.25683 11.01061 -0.3346 0.3312 -0.4525 0.003
H 6.52582 11.25114 14.02167 -0.1662 -0.2252 0.3570 0.000
H 8.38517 10.04618 15.39810 0.1367 0.5156 -0.2373 0.002
H 10.57836 9.74546 14.21804 -0.0966 -0.3641 0.0201 0.000
H 10.54167 9.52131 11.70126 -0.6201 0.9562 0.5779 0.002
C 9.26755 17.07354 13.80305 -0.2397 -0.2481 0.6273 0.005
C 9.41530 15.90658 12.86039 1.1378 -0.0150 -0.5297 0.005
C 8.90380 16.37387 11.50117 -0.6120 0.2620 -0.1253 0.000
C 8.69524 14.62622 13.41266 0.3046 0.9181 0.2975 0.010
P 11.36611 15.44204 12.53549 -0.0285 0.2934 -0.3707 0.270
C 12.25435 15.07005 14.04476 -0.6245 -0.0796 0.5171 0.053
C 13.16753 15.92379 14.68820 -0.6748 -0.5900 1.0150 0.049
C 13.67723 15.55687 15.95098 0.5725 1.0848 -1.1766 0.003
C 13.51164 14.27891 16.43828 -0.2744 0.0850 0.9033 0.052
C 12.71181 13.39808 15.73630 -1.3822 -0.6203 -0.2394 -0.001
C 11.97168 13.81700 14.63267 0.8889 -0.0467 -0.6028 0.046
C 12.60996 16.50445 11.46501 -0.7653 -0.7845 -0.4839 0.017
C 14.03856 15.97071 11.62956 0.5225 -1.1165 1.7345 0.005
C 12.23944 16.31229 9.98466 -1.0092 -1.3206 -0.2042 0.004
C 12.55216 17.98273 11.73731 0.1102 1.2537 0.4164 0.014
H 8.17973 17.20118 14.03393 0.7627 0.1546 -0.1901 0.000
H 9.68949 17.99312 13.35582 -0.1806 -0.3604 0.5180 0.001
H 9.76910 16.76044 14.72546 -0.0066 0.6582 0.1570 0.001
H 7.81899 16.57464 11.57661 0.2337 -0.2209 0.0206 0.000
H 9.08144 15.65409 10.69804 -0.2147 0.3125 0.1423 0.001
H 9.34920 17.34299 11.25318 0.1283 -0.1135 -0.1083 0.001
H 8.36508 14.80000 14.45741 0.0946 0.0477 -0.4676 0.001
H 9.35124 13.74651 13.40066 -0.5446 0.2308 -0.1219 0.005
H 7.82364 14.46922 12.76558 0.1644 -0.3520 0.2631 0.001
H 13.28518 16.89106 14.24102 0.3907 0.4044 0.3274 0.003
H 14.25687 16.27587 16.53812 -0.1601 -0.1607 -0.3059 -0.001
H 13.84691 14.06402 17.45953 0.1643 -0.2221 -0.5826 0.004
H 12.52514 12.38342 16.08262 0.1883 0.1575 0.1607 -0.001
H 11.31084 13.15827 14.05656 0.2723 -0.0318 0.5112 0.006
H 14.10986 14.83743 11.51330 -0.2287 1.4768 -0.0624 0.001
H 14.43850 16.19163 12.66902 -0.2942 -0.2259 -1.3432 0.001
H 14.70389 16.46458 10.90707 -0.2609 -0.1640 0.0425 0.000
H 12.36629 15.26593 9.60409 0.0439 0.8655 0.5980 0.002
H 12.81613 16.95126 9.33725 0.3454 0.5851 -0.0921 0.000
H 11.16477 16.51282 9.84843 0.3815 0.1297 -0.2028 0.001
H 12.56688 18.26300 12.81604 0.1869 -0.2033 -0.7134 0.002
H 11.65874 18.46614 11.30044 0.2538 -0.3543 0.1705 0.000
H 13.42971 18.42246 11.21896 -0.3696 0.1154 0.3996 0.003
Te 10.51717 13.59370 10.98398 1.2957 -0.2616 -0.0136 0.271